No. 1
{"formula": "C14H21N9SSn", "method": "ωB97M-V with the def2-TZVPD basis set", "charge": 4, "de_lowest_kcal_mol": 12.7, "homo_ev": [-20.4605, -20.4606], "total_energy_ev": -44892.593, "gap_ev": [6.266, 5.895], "species": ["Sn", "N", "C", "N", "C", "N", "C", "C", "N", "C", "C", "N", "H", "H", "H", "H", "H", "C", "N", "C", "S", "N", "C", "H", "H", "H", "H", "H", "H", "H", "H", "C", "C", "C", "C", "N", "N", "C", "H", "H", "H", "H", "H", "H", "H", "H"], "positions_angstrom": [[0.4625, -0.5750, 0.2020], [4.9680, -1.1603, 0.9016], [3.8290, -1.0212, 0.2385], [2.8273, -0.8600, 1.1019], [3.4692, -0.9116, 2.3186], [4.7579, -1.0932, 2.2197], [2.8822, -0.7923, 3.6676], [3.7822, -0.8105, 4.7707], [3.1961, -0.7171, 5.9134], [1.9400, -0.6172, 6.2291], [1.1000, -0.6070, 5.0971], [1.5842, -0.6871, 3.8668], [5.9043, -1.3117, 0.5411], [3.7542, -1.0438, -0.8380], [4.8619, -0.9014, 4.6622], [1.5971, -0.5391, 7.2577], [0.0311, -0.5314, 5.2547], [2.4331, 2.9383, -4.8184], [1.9959, 2.2585, -3.5754], [0.8592, 1.6636, -3.3093], [0.8160, 0.7576, -1.7643], [-0.2328, 1.6593, -4.0347], [-0.5987, 2.5008, -5.1990], [3.5081, 2.8050, -4.8946], [2.2183, 4.0033, -4.7685], [1.9620, 2.4925, -5.6865], [2.6795, 2.2347, -2.8352], [-0.9476, 1.0212, -3.7248], [-0.4611, 1.9484, -6.1258], [-0.0204, 3.4155, -5.2146], [-1.6501, 2.7541, -5.0970], [-5.7866, -3.0582, -0.2319], [-4.7237, -2.1021, 0.0725], [-4.7997, -0.8143, 0.7756], [-3.4524, -0.3380, 0.8582], [-2.6440, -1.1929, 0.2860], [-3.4545, -2.2457, -0.1840], [-2.9880, 0.9263, 1.4930], [-6.5694, -2.5722, -0.8259], [-6.2910, -3.3379, 0.7014], [-5.4311, -3.9503, -0.7412], [-5.7026, -0.3344, 1.1302], [-3.0323, -3.0277, -0.6701], [-3.0191, 1.7507, 0.7786], [-1.9748, 0.8276, 1.8779], [-3.6393, 1.1963, 2.3232]], "forces_ev_per_angstrom": [[0.3056, -0.0961, 0.3046], [0.0050, -0.0135, 0.1059], [-0.0353, -0.0217, -0.0917], [-0.0879, 0.1151, -0.1495], [-0.0826, 0.0031, 0.1402], [0.0335, 0.0047, -0.1809], [0.0106, -0.0029, 0.0011], [0.0726, -0.0100, -0.0559], [-0.0579, -0.0098, 0.0134], [0.0492, 0.0168, 0.0252], [0.0074, -0.0046, -0.1468], [-0.0472, -0.0017, 0.0552], [0.0135, -0.0040, -0.0069], [0.0083, -0.0044, 0.0075], [-0.0105, 0.0036, 0.0631], [0.0226, -0.0185, 0.0027], [-0.0017, 0.0203, -0.0098], [0.0114, 0.0126, 0.0641], [0.0607, 0.0891, -0.1096], [0.1068, 0.0530, -0.1979], [0.0768, 0.0217, 0.0259], [-0.0651, 0.0590, 0.0001], [-0.0218, -0.0797, -0.0294], [0.0120, -0.0465, 0.0032], [-0.0502, 0.0101, 0.0148], [0.0235, -0.0677, 0.0048], [0.0158, 0.0325, 0.0303], [-0.0488, -0.0082, 0.0124], [0.0699, -0.0214, 0.0017], [-0.0247, 0.0221, 0.0701], [-0.0072, 0.0143, 0.0452], [-0.2514, 0.0313, -0.0164], [-0.0107, 0.3083, 0.3097], [-0.2448, -0.1505, -0.1448], [0.0621, -0.1335, -0.0235], [-0.2225, -0.0923, -0.0683], [0.1684, -0.0048, -0.0610], [-0.1391, 0.0403, -0.0106], [0.0629, 0.0175, -0.0546], [0.0675, -0.0328, 0.0202], [0.0198, 0.0112, -0.0078], [0.0253, -0.0511, 0.0168], [0.0517, 0.0158, 0.0508], [-0.0119, -0.0044, -0.0166], [0.0435, -0.0198, -0.0118], [0.0152, -0.0029, 0.0051]]}

No. 2
{"formula": "C14H21NO6S2", "method": "ωB97M-V with the def2-TZVPD basis set", "homo_ev": -9.7727, "smiles": "O=[N+]([O-])c1ccccc1.O=S1(=O)CCCC1.O=S1(=O)CCCC1", "total_energy_ev": -50299.042, "gap_ev": 9.509, "species": ["C", "C", "C", "C", "C", "C", "N", "O", "O", "H", "H", "H", "H", "H", "C", "C", "C", "S", "O", "O", "C", "H", "H", "H", "H", "H", "H", "H", "H", "C", "C", "C", "S", "O", "O", "C", "H", "H", "H", "H", "H", "H", "H", "H"], "positions_angstrom": [[36.7334, 33.8491, -22.4735], [37.6438, 34.5925, -23.1625], [37.7622, 34.3741, -24.5908], [36.8614, 33.5168, -25.1917], [35.8318, 32.9175, -24.5693], [35.9116, 32.9236, -23.1323], [36.9899, 33.2086, -26.6565], [37.9871, 33.6388, -27.1944], [36.1435, 32.6014, -27.2547], [36.6796, 33.8507, -21.3948], [38.1301, 35.3999, -22.6351], [38.6147, 34.7833, -25.1125], [35.1071, 32.2724, -25.0437], [35.1555, 32.4505, -22.5233], [31.9850, 37.3263, -23.9336], [33.5876, 37.3854, -23.9147], [34.2712, 36.0182, -23.5485], [33.1088, 34.8938, -24.4796], [32.6965, 33.7838, -23.6031], [33.5439, 34.6137, -25.8274], [31.7440, 36.0805, -24.8055], [31.4604, 38.1999, -24.3205], [31.6665, 37.2006, -22.8988], [33.8403, 38.2095, -23.2475], [33.9311, 37.7152, -24.8952], [34.2574, 35.8602, -22.4701], [35.2813, 35.8736, -23.9318], [30.7553, 35.6597, -24.6221], [31.8099, 36.3934, -25.8476], [29.6947, 32.6787, -25.0401], [30.7629, 31.7699, -25.7444], [30.7662, 32.2482, -27.1693], [28.9557, 32.5987, -27.6186], [28.3526, 31.4590, -28.3427], [28.8013, 33.9718, -28.1687], [28.4255, 32.5796, -25.7746], [29.8632, 33.7536, -25.1043], [29.4455, 32.4587, -24.0020], [30.6677, 30.7012, -25.5525], [31.6662, 31.9719, -25.1687], [31.2486, 31.6625, -27.9518], [31.1295, 33.2757, -27.1917], [27.8510, 31.6571, -25.6912], [27.7363, 33.4241, -25.7774]], "forces_ev_per_angstrom": [[-0.6167, -1.7413, 0.0471], [-0.0364, 0.3521, -2.4572], [0.3894, 0.2956, 2.3185], [0.6501, 0.4381, -1.7342], [-0.4642, -1.7884, 3.8510], [-0.9111, 1.4571, -1.3277], [0.7967, 1.0477, -0.2580], [0.6505, 0.2402, 0.0348], [-0.8619, -0.5330, 0.5349], [0.0095, 0.3697, 0.1177], [0.6730, -0.1441, -0.2710], [-0.3051, 0.1594, -0.2877], [0.1111, 0.2209, -0.2953], [-0.0422, -0.4054, -0.2406], [1.9131, -1.4849, 0.1632], [-0.4759, 1.1441, 0.0348], [-1.8680, 0.9204, -0.8914], [-1.2054, -0.6737, 0.7533], [0.4449, 1.3519, -0.9797], [0.8150, -0.3019, 0.3339], [-0.4996, 0.8818, 1.0015], [0.5072, 0.0727, -0.1558], [-0.1972, -0.2436, -0.0150], [0.4473, -0.2709, 0.2364], [-0.0092, -0.1662, -0.1512], [-0.2833, -0.4454, -0.1896], [-0.1874, 0.1272, -0.1828], [0.2810, -0.4332, 0.0043], [0.2241, -0.4229, -0.0082], [-0.5423, -0.2747, 0.3673], [-0.0244, 0.9183, 1.6570], [-0.8417, 0.8430, -0.6894], [-0.3710, -0.3341, -0.0233], [0.8796, 1.6313, 1.0003], [0.4658, -2.2299, 0.9634], [-1.5163, -0.4053, -3.2424], [1.1842, -0.1036, 0.1794], [0.6763, -0.2151, 0.1509], [-0.8486, -0.0352, -0.4442], [0.4980, 0.3709, -0.6336], [-0.2333, -0.0950, 0.1856], [0.4158, -0.0604, -0.0971], [0.1707, -0.0903, 0.1595], [0.1378, 0.0562, 0.4807]]}

No. 3
{"formula": "C14H22AgF6O10PS", "method": "ωB97M-V with the def2-TZVPD basis set", "homo_ev": -10.1307, "total_energy_ev": -75783.863, "gap_ev": 10.449, "species": ["Ag", "P", "F", "F", "F", "F", "F", "F", "O", "C", "O", "C", "C", "C", "H", "H", "H", "H", "H", "H", "O", "C", "O", "C", "C", "C", "H", "H", "H", "H", "H", "H", "O", "C", "O", "C", "C", "C", "H", "H", "H", "H", "H", "H", "C", "C", "O", "S", "O", "O", "O", "H", "H", "H", "H"], "positions_angstrom": [[0.9982, -9.8399, 3.7791], [2.1135, -13.4262, 3.0064], [3.0352, -14.7259, 3.2058], [3.0170, -12.9669, 1.7509], [1.1065, -14.1661, 1.9871], [1.2429, -12.0338, 2.8522], [1.1353, -13.8993, 4.2171], [3.0317, -12.6260, 4.0820], [3.1069, -8.6779, 5.0696], [3.9917, -9.4946, 5.1574], [4.5081, -10.0912, 4.0802], [5.4248, -11.1501, 4.4746], [5.0682, -11.4311, 5.9285], [4.6510, -10.0372, 6.4119], [6.4747, -10.8668, 4.3928], [5.1647, -11.9632, 3.8038], [5.9158, -11.8745, 6.4490], [4.2294, -12.1201, 6.0074], [5.5000, -9.3651, 6.5618], [3.9468, -10.0959, 7.2330], [1.0409, -9.3217, 1.5419], [2.1149, -9.4777, 1.0145], [3.2192, -8.9254, 1.5296], [4.3941, -9.3158, 0.8054], [3.9102, -10.0155, -0.4904], [2.4041, -10.2693, -0.2433], [4.9633, -9.9864, 1.4438], [4.9749, -8.4417, 0.5253], [4.3213, -11.0179, -0.5984], [4.1988, -9.4044, -1.3387], [2.2182, -11.2950, 0.0733], [1.7883, -9.8411, -1.0280], [-1.0721, -9.6941, 5.0642], [-1.9370, -9.6061, 5.8904], [-3.1389, -10.1722, 5.7263], [-4.0416, -9.7936, 6.7769], [-3.1547, -9.1959, 7.8766], [-1.9464, -8.6873, 7.1042], [-4.5357, -10.7097, 7.0928], [-4.8198, -9.0949, 6.4688], [-2.9386, -9.9843, 8.5962], [-3.6232, -8.3844, 8.4341], [-1.0203, -8.7973, 7.6623], [-1.9956, -7.7167, 6.6069], [0.8466, -4.7659, 3.6971], [1.5914, -6.0974, 3.5112], [0.5798, -7.0903, 3.5453], [-0.9024, -6.4715, 3.3297], [-1.5264, -6.4495, 4.5961], [-1.5110, -7.0438, 2.2303], [-0.3640, -5.0497, 2.9637], [1.2082, -3.8746, 3.1975], [0.6841, -4.5682, 4.7578], [2.3726, -6.3234, 4.2327], [2.0859, -6.1240, 2.5348]], "forces_ev_per_angstrom": [[-0.1072, 0.1476, 0.4252], [-1.0855, -1.2272, 0.4576], [-0.1525, 0.0820, -0.1795], [0.3878, 0.4773, 0.1441], [0.3659, 0.1294, -0.0353], [-0.1980, 0.1330, -0.2162], [0.3660, 0.3627, -0.0639], [0.2455, 0.1911, -0.1756], [-0.2239, 0.1284, -0.0642], [-0.2057, -0.3319, 0.0826], [0.5124, 0.2722, 0.0689], [-0.7147, -0.5546, 0.0318], [0.3956, 0.0600, 0.0563], [-0.1748, -0.4665, -0.7401], [-0.1302, 0.4108, -0.3113], [0.3565, -0.1384, 0.0723], [-0.0146, 0.1428, 0.1420], [-0.0141, 0.0488, -0.1293], [0.0034, -0.1363, 0.5336], [0.1396, 0.4817, 0.1972], [-0.1256, -0.0081, -0.1215], [0.1148, 0.1649, -0.2971], [0.0376, 0.1381, -0.0570], [-0.0306, -0.6519, -0.6476], [-0.2757, -0.8434, 0.7713], [0.7796, 1.3521, 0.6074], [0.0840, 0.1208, 0.0771], [-0.0145, 0.1899, 0.4515], [0.6025, 0.2656, -0.0786], [-0.4723, -0.0816, -0.2698], [-0.3119, -0.1353, -0.6359], [-0.3774, -0.6209, -0.0708], [0.4945, -0.4821, -0.2536], [-0.2661, 0.8940, -0.0150], [-0.0944, 0.0818, -0.1578], [-0.0859, -0.2036, 0.7539], [-0.4848, 0.6109, 0.0872], [0.3654, -1.4210, -0.3084], [-0.0338, 0.0164, 0.0445], [0.2810, 0.0414, -0.6038], [0.5119, 0.0941, -0.0446], [-0.2757, -0.1402, -0.0971], [0.1209, 0.2413, -0.1494], [-0.2623, 0.2850, 0.5734], [-0.0347, -0.5536, -0.1531], [0.9997, 0.7094, -0.7191], [-0.6338, -0.4072, 0.2155], [2.4424, 0.3674, 1.6554], [-0.5942, 0.0304, 0.7680], [-1.1916, -0.9601, -1.9951], [-0.5935, 0.8967, 0.0758], [0.6064, -0.1761, 0.0822], [-0.4558, 0.0500, -0.0865], [-0.3405, -0.0157, 0.3680], [-0.2369, -0.0626, -0.0654]]}

No. 4
{"formula": "C14H22BrN3O2", "method": "ωB97M-V with the def2-TZVPD basis set", "de_lowest_kcal_mol": 8.1, "homo_ev": -7.9020, "smiles": "CCN(CC)CCNC(=O)c1cc(Br)c(N)cc1OC", "total_energy_ev": -93482.930, "gap_ev": 8.579, "species": ["C", "H", "H", "H", "C", "N", "C", "H", "C", "N", "C", "O", "C", "C", "C", "C", "C", "C", "O", "C", "H", "H", "H", "H", "N", "H", "H", "Br", "H", "H", "H", "H", "H", "C", "C", "H", "H", "H", "H", "H", "H", "H"], "positions_angstrom": [[-1.7082, -3.2049, -1.3266], [-2.1277, -4.0350, -0.7638], [-2.3441, -3.0061, -2.1845], [-0.7259, -3.4902, -1.6955], [-1.5786, -1.9778, -0.4259], [-2.7884, -1.7311, 0.3365], [-2.5949, -1.0798, 1.6063], [-1.9853, -1.7460, 2.2312], [-1.9389, 0.3218, 1.6297], [-0.5190, 0.2971, 1.3713], [0.0375, 0.8954, 0.2910], [-0.6103, 1.4861, -0.5477], [1.5215, 0.7260, 0.2121], [2.0907, -0.5348, 0.2702], [3.4514, -0.7004, 0.1131], [4.3001, 0.3881, -0.1046], [3.7193, 1.6592, -0.1463], [2.3523, 1.8426, 0.0010], [1.7405, 3.0462, 0.0035], [2.4924, 4.1989, -0.2854], [1.7765, 5.0188, -0.2921], [3.2513, 4.3875, 0.4820], [2.9725, 4.1307, -1.2664], [4.3751, 2.5004, -0.3075], [5.6369, 0.2285, -0.3240], [6.2303, 1.0366, -0.2661], [6.0524, -0.6590, -0.0925], [4.1831, -2.4667, 0.1997], [1.4645, -1.4028, 0.4117], [0.0730, -0.1773, 2.0343], [-2.1149, 0.7654, 2.6166], [-2.3716, 0.9678, 0.8671], [-3.5773, -0.9905, 2.0774], [-3.9492, -1.3259, -0.4288], [-3.9564, 0.0906, -1.0214], [-4.6993, 0.1482, -1.8137], [-2.9870, 0.3433, -1.4432], [-4.2120, 0.8324, -0.2688], [-4.8216, -1.4460, 0.2225], [-4.0526, -2.0469, -1.2419], [-0.7879, -2.1763, 0.3023], [-1.2702, -1.1140, -1.0332]], "forces_ev_per_angstrom": [[0.0597, 0.2527, 0.1192], [-0.0387, -0.1027, 0.0406], [-0.0603, -0.0404, -0.1287], [0.0811, -0.0492, -0.1115], [-0.0587, -0.2995, -0.1262], [0.1188, -0.0199, 0.0765], [0.0986, 0.2709, -0.0033], [-0.0564, 0.0499, 0.0847], [-0.3292, -0.2069, -0.0271], [-0.0926, -0.1724, 0.3350], [0.2655, -0.1448, 0.1625], [-0.1627, 0.1610, -0.2418], [0.0474, 0.1659, -0.1621], [0.0300, 0.3086, -0.0241], [0.3262, -0.2964, 0.0361], [-0.4705, -0.2581, 0.0087], [-0.1038, 0.2661, -0.0265], [0.0217, -0.2820, 0.0917], [-0.0645, -0.3018, 0.0232], [0.1485, 0.2049, -0.0161], [0.0905, -0.0256, -0.0088], [-0.0251, -0.0156, -0.0486], [-0.0141, -0.0160, 0.0375], [0.0218, 0.1404, -0.0121], [0.3494, -0.0738, -0.0647], [-0.0061, -0.0430, 0.0387], [-0.0035, 0.1008, 0.0052], [-0.0960, 0.2567, -0.0283], [-0.0637, -0.0740, 0.0112], [0.0845, 0.1525, -0.1032], [-0.0256, 0.0204, -0.0864], [-0.0216, -0.0009, 0.1535], [0.0183, -0.0202, 0.0898], [-0.0986, 0.0457, -0.0541], [0.0296, -0.2655, 0.0836], [-0.0974, 0.0577, -0.0718], [0.0993, 0.1106, -0.0534], [0.0169, 0.1223, 0.0281], [-0.0127, -0.0630, -0.1045], [-0.1116, 0.0074, 0.0358], [0.0183, 0.0753, -0.0480], [0.0871, 0.0023, 0.0898]]}

No. 5
{"formula": "C14H22ClN2O2", "method": "ωB97M-V with the def2-TZVPD basis set", "charge": 1, "de_lowest_kcal_mol": 0.0, "homo_ev": -11.7608, "smiles": "OCCN1CC[NH+](CCOc2cccc(Cl)c2)CC1", "total_energy_ev": -34465.988, "gap_ev": 9.583, "species": ["O", "H", "C", "C", "N", "C", "H", "H", "C", "N", "H", "C", "H", "H", "C", "H", "H", "C", "H", "H", "C", "O", "C", "C", "C", "C", "C", "C", "H", "H", "H", "Cl", "H", "H", "H", "H", "H", "H", "H", "H", "H"], "positions_angstrom": [[-0.9474, -1.4508, 0.0041], [-0.1109, -1.9494, 0.0140], [-1.9303, -2.1112, 0.7938], [-3.3356, -1.8825, 0.2050], [-3.7425, -0.5221, -0.0441], [-3.6464, 0.0538, -1.3491], [-4.4602, 0.7794, -1.4526], [-3.7948, -0.7158, -2.1050], [-2.2900, 0.7690, -1.5985], [-1.6701, 1.1129, -0.2935], [-1.3111, 0.1806, 0.0475], [-2.7004, 1.6107, 0.6414], [-2.2260, 2.0041, 1.5393], [-3.2327, 2.4267, 0.1483], [-3.6707, 0.4612, 1.0064], [-4.6645, 0.8953, 1.1792], [-3.3609, -0.0234, 1.9322], [-0.5374, 2.0417, -0.4732], [0.1476, 1.5995, -1.2021], [-0.9172, 2.9770, -0.8908], [0.2676, 2.3357, 0.8155], [1.6330, 2.4817, 0.5334], [2.3769, 1.3692, 0.2437], [1.8881, 0.0732, 0.3180], [2.7124, -0.9887, -0.0200], [4.0193, -0.7926, -0.4167], [4.5033, 0.5081, -0.4675], [3.6977, 1.5822, -0.1496], [4.0676, 2.5929, -0.1933], [5.5249, 0.6787, -0.7670], [4.6505, -1.6261, -0.6788], [2.0476, -2.5915, 0.0570], [0.8897, -0.1402, 0.6527], [0.1052, 1.5527, 1.5682], [-0.0241, 3.2958, 1.2476], [-1.5983, 0.1160, -2.1315], [-2.4414, 1.6797, -2.1798], [-3.4065, -2.4161, -0.7429], [-4.0480, -2.3390, 0.9011], [-1.8726, -1.7371, 1.8252], [-1.7480, -3.1864, 0.8156]], "forces_ev_per_angstrom": [[0.0976, -0.1093, -0.2151], [-0.1243, 0.1347, -0.0068], [-0.5969, -0.0697, 0.1843], [0.3502, -0.2342, 0.2405], [0.2365, 0.0669, 0.0457], [0.0573, 0.1490, -0.1379], [0.0453, -0.0070, -0.1307], [-0.0071, 0.0796, -0.0319], [-0.5279, -0.3235, -0.5699], [0.1575, -0.3125, 0.1304], [0.0691, 0.3944, -0.1136], [-0.4954, 0.0454, 0.4699], [0.0586, 0.0268, -0.0891], [0.1340, -0.0082, -0.0395], [-0.2113, 0.0460, 0.0127], [0.1498, 0.0659, 0.1161], [0.0230, 0.0620, 0.0173], [0.7252, 0.4497, 0.0312], [-0.1702, -0.0210, 0.0235], [-0.0740, -0.1614, -0.0248], [-0.3041, -0.1321, 0.0565], [0.2616, 0.0511, -0.1112], [0.2072, -0.2152, -0.1262], [-0.1440, 0.1484, 0.0852], [0.2803, 0.3240, -0.0734], [-0.0990, -0.2103, 0.0251], [-0.1414, 0.0502, 0.0405], [-0.2146, 0.1168, 0.0699], [0.0641, 0.1420, -0.0155], [0.1041, 0.0323, -0.0313], [0.0170, -0.1027, -0.0132], [0.0457, -0.2428, 0.0137], [-0.1235, 0.0237, 0.0466], [-0.0391, 0.0645, -0.0033], [-0.0460, -0.2038, -0.0150], [0.0686, 0.1020, 0.1202], [0.1296, 0.0518, 0.1010], [-0.0354, -0.0609, 0.0288], [0.0656, -0.1289, -0.0570], [-0.0266, -0.0904, -0.0942], [0.0330, 0.0066, 0.0406]]}

Computed values of max |F| (unit: eV/A) for the preceding records, in sequence: 0.4 4.3 3.0 0.5 0.9.